# 1
C44H86ClF3N3O13 | ωB97M-V/def2-TZVPD

Properties
- Kohn-Sham gap (Eh) = 0.2144
- electronic energy (eV) = -98766.90813
- charge = +1
- LUMO energy (eV) = -4.50

Last column: Löwdin charge in e.
Positions of all 150 atoms, in Å:
C1 6.45 2.06 -1.39  -0.091
C2 5.49 1.98 -0.03  -0.213
O1 4.06 1.94 -0.36  -0.187
C3 3.37 0.79 0.26  -0.189
N1 1.88 1.05 0.53  -0.374
Cl1 1.42 1.26 2.21  0.773
C4 0.92 1.12 -0.49  -0.179
N2 1.40 0.97 -1.91  0.130
N3 -0.50 1.38 -0.04  -0.003
C5 -1.52 1.08 -1.10  -0.200
C6 -2.13 -0.47 -1.03  -0.079
C7 -3.80 -0.35 -1.00  -0.076
F1 -4.50 0.27 -2.18  -0.057
C8 -4.62 -0.79 0.18  0.008
F2 -4.81 0.14 1.34  -0.018
F3 -5.23 -2.14 0.25  0.000
H1 6.12 1.26 -2.19  0.070
H2 6.39 3.13 -1.90  0.066
H3 7.58 1.87 -1.16  0.097
H4 5.65 2.97 0.61  0.138
H5 5.87 1.08 0.61  0.125
H6 3.43 -0.20 -0.36  0.143
H7 3.87 0.60 1.32  0.145
H8 1.91 0.07 -2.07  0.100
H9 2.10 1.73 -2.08  0.115
H10 -0.62 2.39 0.22  0.144
H11 -2.46 1.78 -0.87  0.147
H12 -1.20 1.34 -2.20  0.129
H13 -1.91 -1.09 -2.03  0.143
H14 -1.74 -1.07 -0.10  0.127
C9 4.60 6.48 -2.12  -0.020
C10 5.78 6.21 -1.21  -0.497
O2 6.59 5.32 -1.47  0.019
C11 5.92 7.07 0.01  -0.018
H15 4.63 5.79 -2.96  0.086
H16 3.67 6.33 -1.57  0.084
H17 4.66 7.50 -2.50  0.090
H18 5.05 6.94 0.66  0.086
H19 6.04 8.11 -0.28  0.091
H20 6.81 6.75 0.57  0.088
C12 7.83 6.95 -3.99  -0.018
C13 7.28 7.38 -5.32  -0.486
O3 6.28 8.10 -5.40  0.048
C14 7.99 6.90 -6.56  -0.021
H21 7.22 7.38 -3.19  0.067
H22 7.81 5.86 -3.91  0.082
H23 8.86 7.32 -3.88  0.094
H24 7.97 5.81 -6.59  0.066
H25 9.02 7.26 -6.56  0.090
H26 7.48 7.29 -7.45  0.088
C15 -8.76 2.39 3.89  -0.026
C16 -7.27 2.63 3.95  -0.484
O4 -6.76 3.20 4.91  0.050
C17 -6.44 2.15 2.79  -0.037
H27 -9.23 2.79 4.79  0.089
H28 -9.18 2.89 3.01  0.090
H29 -8.95 1.31 3.84  0.061
H30 -6.76 2.64 1.87  0.091
H31 -6.53 1.06 2.70  0.061
H32 -5.39 2.39 2.98  0.080
C18 1.35 2.34 7.43  -0.021
C19 1.26 2.63 5.96  -0.495
O5 2.24 2.52 5.22  0.017
C20 -0.07 3.08 5.41  -0.029
H33 2.37 2.03 7.68  0.088
H34 1.10 3.24 8.00  0.092
H35 0.66 1.53 7.69  0.089
H36 -0.38 4.01 5.90  0.093
H37 -0.82 2.30 5.58  0.090
H38 0.01 3.25 4.34  0.063
C21 5.88 2.74 -6.18  -0.003
C22 6.91 2.23 -5.21  -0.493
O6 6.59 1.83 -4.09  -0.007
C23 8.35 2.24 -5.65  -0.011
H39 4.89 2.67 -5.73  0.086
H40 6.08 3.79 -6.43  0.079
H41 5.89 2.13 -7.09  0.091
H42 8.66 3.27 -5.88  0.079
H43 8.47 1.61 -6.53  0.081
H44 8.98 1.85 -4.85  0.095
C24 5.05 -3.47 -0.76  -0.013
C25 4.17 -3.19 -1.95  -0.478
O7 3.77 -2.05 -2.18  0.010
C26 3.80 -4.35 -2.83  -0.020
H45 5.24 -2.54 -0.21  0.080
H46 4.56 -4.18 -0.09  0.074
H47 6.01 -3.88 -1.10  0.097
H48 3.25 -5.09 -2.25  0.056
H49 4.70 -4.79 -3.26  0.098
H50 3.16 -3.99 -3.64  0.087
C27 -8.17 -2.12 5.37  -0.010
C28 -8.72 -1.69 4.03  -0.477
O8 -9.72 -0.98 3.96  0.035
C29 -8.01 -2.18 2.80  -0.017
H51 -8.78 -1.70 6.17  0.092
H52 -8.19 -3.21 5.45  0.061
H53 -7.15 -1.76 5.48  0.087
H54 -8.03 -3.27 2.76  0.076
H55 -6.98 -1.81 2.80  0.072
H56 -8.52 -1.79 1.91  0.089
C30 0.41 -6.45 -2.42  -0.022
C31 1.47 -7.50 -2.21  -0.482
O9 2.65 -7.27 -2.47  0.043
C32 1.03 -8.84 -1.69  -0.021
H57 0.87 -5.53 -2.80  0.071
H58 -0.33 -6.80 -3.14  0.092
H59 -0.08 -6.22 -1.46  0.085
H60 0.32 -9.29 -2.39  0.090
H61 0.57 -8.72 -0.71  0.087
H62 1.90 -9.50 -1.60  0.089
C33 -10.85 -6.29 4.49  -0.021
C34 -9.36 -6.05 4.55  -0.488
O10 -8.85 -5.47 5.51  0.037
C35 -8.53 -6.53 3.40  -0.031
H63 -11.32 -5.89 5.39  0.089
H64 -11.27 -5.78 3.62  0.089
H65 -11.05 -7.36 4.44  0.089
H66 -8.85 -6.04 2.48  0.083
H67 -8.63 -7.61 3.30  0.087
H68 -7.48 -6.29 3.58  0.083
C36 -12.21 1.30 3.73  -0.035
C37 -13.70 1.49 3.76  -0.492
O11 -14.47 0.53 3.77  0.052
C38 -14.22 2.90 3.76  -0.031
H69 -11.98 0.23 3.73  0.071
H70 -11.80 1.74 2.82  0.085
H71 -11.76 1.75 4.62  0.084
H72 -13.90 3.42 2.86  0.084
H73 -13.86 3.43 4.65  0.085
H74 -15.32 2.89 3.78  0.084
C39 6.50 -2.72 -7.55  -0.025
C40 6.97 -1.37 -7.09  -0.480
O12 7.55 -0.60 -7.86  0.050
C41 6.70 -0.99 -5.66  -0.009
H75 6.76 -2.86 -8.60  0.087
H76 7.00 -3.50 -6.96  0.087
H77 5.42 -2.80 -7.44  0.085
H78 7.21 -1.69 -4.99  0.096
H79 5.63 -0.99 -5.47  0.096
H80 7.09 0.02 -5.47  0.041
C42 2.01 -3.07 2.44  -0.025
C43 3.07 -4.12 2.64  -0.486
O13 4.25 -3.90 2.38  0.046
C44 2.63 -5.46 3.16  -0.019
H81 2.48 -2.16 2.05  0.065
H82 1.28 -3.42 1.71  0.083
H83 1.53 -2.85 3.39  0.090
H84 1.92 -5.92 2.46  0.084
H85 2.17 -5.34 4.15  0.090
H86 3.50 -6.12 3.26  0.091

# 2
C44H88Br12O16 | ωB97M-V/def2-TZVPD

Properties
- Kohn-Sham gap (Eh) = 0.3532
- electronic energy (eV) = -920326.51162
- LUMO energy (eV) = 0.05

Last column: Löwdin charge in e.
Positions of all 160 atoms, in Å:
O1 5.14 -2.89 3.97  0.060
C1 4.36 -2.22 4.66  -0.525
O2 4.51 -0.91 4.92  -0.017
C2 5.68 -0.24 4.47  -0.236
C3 5.53 1.27 4.58  -0.061
C4 3.13 -2.83 5.22  0.017
H1 5.87 -0.50 3.43  0.065
H2 6.40 -0.52 5.25  0.132
H3 4.94 1.57 5.44  0.071
H4 5.04 1.56 3.65  0.046
H5 6.45 1.85 4.62  0.082
H6 2.92 -2.72 6.29  0.089
H7 3.13 -3.90 5.01  0.096
H8 2.40 -2.27 4.64  0.057
O3 -5.61 1.67 -2.18  0.095
C5 -4.71 1.88 -2.93  -0.564
O4 -4.14 3.06 -3.15  -0.024
C6 -4.48 4.25 -2.46  -0.252
C7 -3.81 5.57 -2.93  -0.093
C8 -4.06 0.78 -3.75  0.044
H9 -4.36 4.19 -1.38  0.006
H10 -5.56 4.39 -2.57  0.123
H11 -2.73 5.63 -2.82  0.041
H12 -4.29 6.45 -2.50  0.074
H13 -4.04 5.80 -3.97  0.070
H14 -3.18 0.44 -3.19  0.065
H15 -3.85 1.21 -4.72  0.094
H16 -4.80 -0.03 -3.80  0.082
O5 0.87 0.08 -8.32  0.082
C9 1.31 -0.74 -7.53  -0.543
O6 1.05 -0.80 -6.23  -0.010
C10 0.22 0.18 -5.63  -0.222
C11 -0.02 0.00 -4.15  -0.065
C12 2.16 -1.89 -7.99  0.026
H17 -0.76 0.08 -6.09  0.126
H18 0.56 1.18 -5.90  0.131
H19 -0.67 0.85 -3.93  0.042
H20 0.93 0.15 -3.63  0.072
H21 -0.42 -0.98 -3.91  0.068
H22 2.07 -2.63 -7.20  0.071
H23 3.17 -1.49 -8.13  0.095
H24 1.77 -2.35 -8.90  0.093
O7 -1.72 0.22 1.80  0.032
C13 -1.16 -0.13 0.74  -0.471
O8 0.19 -0.02 0.54  -0.072
C14 1.10 0.48 1.50  -0.195
C15 1.52 -0.86 2.24  -0.058
C16 -1.84 -0.69 -0.49  0.019
H25 0.60 1.15 2.19  0.102
H26 1.96 0.98 1.06  0.061
H27 0.79 -1.28 2.93  0.057
H28 2.43 -0.77 2.84  0.031
H29 1.64 -1.72 1.58  0.067
H30 -2.49 0.08 -0.90  0.053
H31 -2.58 -1.39 -0.09  0.066
H32 -1.12 -1.16 -1.17  0.091
O9 -4.47 -2.97 -0.84  0.060
C17 -4.92 -3.09 -1.95  -0.505
O10 -6.05 -2.49 -2.41  -0.022
C18 -6.67 -1.36 -1.79  -0.220
C19 -7.74 -1.76 -0.79  -0.077
C20 -4.31 -3.98 -3.00  0.032
H33 -7.14 -0.86 -2.64  0.124
H34 -5.95 -0.70 -1.30  0.090
H35 -8.14 -0.92 -0.21  0.064
H36 -7.43 -2.47 -0.02  0.059
H37 -8.58 -2.24 -1.27  0.076
H38 -4.03 -3.31 -3.81  0.090
H39 -5.08 -4.66 -3.37  0.095
H40 -3.45 -4.54 -2.63  0.068
O11 -1.12 -4.91 -3.64  0.111
C21 -0.09 -4.40 -3.34  -0.523
O12 0.45 -4.36 -2.10  -0.016
C22 -0.18 -5.04 -1.04  -0.219
C23 0.49 -4.47 0.24  -0.067
C24 0.71 -3.64 -4.39  0.028
H41 0.05 -6.10 -1.03  0.128
H42 -1.27 -4.96 -1.01  0.073
H43 0.25 -5.11 1.09  0.049
H44 0.10 -3.51 0.58  0.053
H45 1.57 -4.48 0.14  0.076
H46 0.10 -2.82 -4.78  0.062
H47 0.79 -4.26 -5.28  0.093
H48 1.64 -3.22 -4.02  0.074
O13 6.65 -3.35 -1.40  0.091
C25 6.27 -2.52 -2.21  -0.482
O14 4.95 -2.16 -2.42  -0.064
C26 3.93 -2.60 -1.57  -0.283
C27 2.82 -1.62 -1.69  -0.096
C28 7.14 -1.92 -3.31  0.006
H49 4.28 -2.65 -0.54  0.098
H50 3.56 -3.56 -1.91  0.130
H51 1.99 -2.09 -1.16  0.067
H52 2.54 -1.51 -2.73  0.068
H53 2.90 -0.66 -1.17  0.025
H54 8.06 -2.48 -3.51  0.087
H55 7.42 -0.92 -2.99  0.038
H56 6.54 -1.78 -4.21  0.085
O15 2.31 3.30 2.17  0.050
C29 3.10 4.09 2.70  -0.479
O16 3.05 4.64 3.96  -0.032
C30 1.95 4.48 4.88  -0.185
C31 2.26 3.21 5.66  -0.060
C32 4.19 4.68 1.85  0.006
H57 1.00 4.42 4.35  0.085
H58 1.90 5.38 5.50  0.123
H59 3.18 3.23 6.25  0.073
H60 2.39 2.38 4.96  0.073
H61 1.47 2.99 6.37  0.079
H62 4.41 4.00 1.03  0.035
H63 5.00 4.97 2.51  0.094
H64 3.70 5.55 1.40  0.092
Br1 -3.38 -5.53 1.04  0.604
C33 -3.82 -3.80 1.93  -0.648
C34 -3.53 -3.97 3.44  -0.609
Br2 -1.55 -4.23 3.58  0.598
H65 -4.87 -3.56 1.77  0.027
H66 -3.16 -3.08 1.43  0.024
H67 -4.07 -4.78 3.93  0.064
H68 -3.76 -3.01 3.92  -0.042
Br3 -1.85 3.09 3.94  0.738
C35 -1.38 3.83 2.17  -0.624
C36 -2.11 5.25 2.00  -0.633
Br4 -2.16 5.98 0.14  0.615
H69 -1.85 3.23 1.39  0.005
H70 -0.33 3.91 1.90  0.043
H71 -1.46 5.86 2.63  0.043
H72 -3.12 5.25 2.39  0.025
Br5 5.66 1.19 -1.87  0.598
C37 6.93 1.08 -0.31  -0.578
C38 6.12 1.25 0.93  -0.591
Br6 4.64 -0.13 0.96  0.773
H73 7.65 1.89 -0.43  0.068
H74 7.42 0.10 -0.34  0.064
H75 5.69 2.24 0.84  0.034
H76 6.78 1.18 1.80  0.071
Br7 -1.03 2.64 -1.51  0.709
C39 0.92 2.95 -1.12  -0.601
C40 1.30 4.26 -1.80  -0.642
Br8 3.27 4.31 -1.77  0.638
H77 1.54 2.15 -1.53  0.047
H78 1.04 3.00 -0.04  0.029
H79 0.95 5.15 -1.28  0.046
H80 1.03 4.26 -2.86  0.049
Br9 -4.24 -1.11 5.70  0.611
C41 -2.79 0.12 5.12  -0.688
C42 -1.52 -0.57 4.74  -0.689
Br10 -0.43 -1.23 6.27  0.574
H81 -2.62 0.83 5.93  0.044
H82 -3.16 0.68 4.26  -0.008
H83 -0.87 0.19 4.31  0.016
H84 -1.69 -1.44 4.11  -0.009
Br11 -5.57 3.50 0.84  0.696
C43 -5.18 1.81 1.86  -0.599
C44 -6.29 0.85 1.45  -0.645
Br12 -6.24 -0.85 2.51  0.617
H85 -5.07 2.03 2.92  0.053
H86 -4.24 1.40 1.51  0.043
H87 -6.25 0.63 0.38  0.026
H88 -7.28 1.26 1.63  0.048

# 3
C44H88N4O28 | ωB97M-V/def2-TZVPD

Properties
- Kohn-Sham gap (Eh) = 0.3344
- electronic energy (eV) = -110329.32854
- LUMO energy (eV) = -0.15

Last column: Löwdin charge in e.
Positions of all 164 atoms, in Å:
C1 11.19 -16.61 -8.32  0.030
N1 12.64 -16.39 -8.35  -0.453
O1 13.17 -16.56 -9.43  0.061
O2 13.21 -16.15 -7.32  0.071
H1 10.75 -15.87 -7.66  0.098
H2 10.98 -17.66 -8.03  0.086
H3 10.74 -16.44 -9.31  0.114
C2 11.60 -24.59 -8.75  0.063
N2 12.41 -25.58 -8.07  -0.433
O3 13.07 -26.35 -8.72  0.084
O4 12.34 -25.59 -6.84  0.043
H4 12.08 -23.63 -8.53  0.089
H5 10.63 -24.53 -8.26  0.083
H6 11.69 -24.83 -9.83  0.114
C3 18.63 -20.56 -7.62  0.072
N3 17.66 -20.86 -6.52  -0.413
O5 16.88 -20.00 -6.20  0.059
O6 17.67 -21.93 -5.94  0.053
H7 19.57 -21.06 -7.39  0.105
H8 18.88 -19.52 -7.83  0.104
H9 18.14 -20.95 -8.51  0.068
C4 16.20 -21.25 -3.40  0.078
N4 16.27 -22.11 -2.09  -0.395
O7 15.44 -21.96 -1.24  0.050
O8 17.15 -22.97 -2.02  0.046
H10 15.15 -21.04 -3.67  0.073
H11 16.74 -21.99 -4.00  0.057
H12 16.78 -20.32 -3.37  0.103
C5 5.10 -20.01 -14.12  -0.088
O9 6.25 -19.75 -13.29  -0.175
C6 7.22 -18.85 -13.76  -0.255
C7 8.27 -18.70 -12.78  -0.265
O10 9.14 -19.79 -12.86  -0.158
C8 9.70 -20.10 -11.59  -0.099
H13 4.55 -19.05 -14.32  0.097
H14 4.58 -20.80 -13.63  0.076
H15 5.32 -20.38 -15.11  0.069
H16 6.78 -17.83 -13.86  0.134
H17 7.64 -19.15 -14.72  0.134
H18 7.80 -18.50 -11.75  0.152
H19 8.76 -17.74 -13.01  0.130
H20 8.87 -20.11 -10.87  0.087
H21 10.35 -19.27 -11.23  0.097
H22 10.26 -21.01 -11.68  0.078
C9 16.72 -20.30 -10.69  -0.078
O11 18.02 -19.69 -10.57  -0.192
C10 18.01 -18.46 -11.21  -0.243
C11 19.38 -18.02 -11.60  -0.217
O12 19.74 -18.71 -12.77  -0.162
C12 21.10 -18.68 -13.08  -0.111
H23 16.49 -20.41 -11.75  0.085
H24 15.94 -19.67 -10.19  0.096
H25 16.72 -21.33 -10.25  0.081
H26 17.48 -17.73 -10.55  0.144
H27 17.38 -18.48 -12.10  0.125
H28 20.11 -18.11 -10.81  0.121
H29 19.34 -16.95 -11.74  0.122
H30 21.72 -18.69 -12.17  0.088
H31 21.37 -17.76 -13.62  0.094
H32 21.33 -19.53 -13.68  0.078
C13 10.92 -20.95 -8.59  -0.099
O13 12.07 -20.62 -9.29  -0.197
C14 13.12 -19.85 -8.76  -0.180
C15 14.20 -20.80 -8.34  -0.185
O14 13.66 -21.84 -7.53  -0.208
C16 13.48 -21.47 -6.19  -0.088
H33 10.45 -21.70 -9.20  0.083
H34 10.23 -20.12 -8.58  0.077
H35 11.19 -21.42 -7.62  0.086
H36 12.78 -19.21 -7.90  0.125
H37 13.33 -19.10 -9.49  0.102
H38 14.99 -20.30 -7.82  0.103
H39 14.66 -21.30 -9.20  0.086
H40 12.57 -20.81 -6.11  0.072
H41 14.40 -20.94 -5.89  0.086
H42 13.18 -22.33 -5.62  0.089
C17 14.89 -25.81 -13.24  -0.106
O15 14.83 -24.46 -12.83  -0.130
C18 13.87 -24.32 -11.88  -0.295
C19 13.64 -22.90 -11.56  -0.205
O16 12.83 -22.33 -12.59  -0.147
C20 13.14 -20.99 -12.77  -0.119
H43 15.02 -26.55 -12.45  0.086
H44 15.70 -25.96 -13.95  0.092
H45 13.94 -26.14 -13.67  0.091
H46 14.03 -24.94 -10.96  0.112
H47 12.84 -24.69 -12.22  0.153
H48 14.59 -22.33 -11.45  0.116
H49 13.19 -22.81 -10.57  0.106
H50 13.02 -20.34 -11.89  0.081
H51 12.63 -20.58 -13.61  0.087
H52 14.21 -20.96 -13.00  0.083
O17 13.09 -19.87 -3.49  0.064
C21 12.81 -20.54 -2.49  -0.504
O18 12.65 -21.84 -2.38  0.048
C22 12.33 -22.26 -1.04  -0.109
C23 11.98 -20.94 -0.28  -0.087
C24 12.77 -19.91 -1.15  -0.069
H53 13.19 -22.66 -0.54  0.100
H54 11.55 -22.98 -1.04  0.107
H55 12.32 -20.92 0.77  0.116
H56 10.92 -20.74 -0.25  0.104
H57 13.81 -19.72 -0.82  0.142
H58 12.35 -18.93 -1.18  0.092
O19 12.01 -25.39 -2.25  0.092
C25 13.09 -25.62 -2.76  -0.451
O20 13.18 -26.58 -3.72  -0.001
C26 14.49 -26.64 -4.31  -0.087
C27 15.21 -25.24 -3.76  -0.101
C28 14.49 -25.12 -2.39  -0.063
H59 14.42 -26.64 -5.39  0.096
H60 15.01 -27.50 -3.92  0.113
H61 14.96 -24.42 -4.49  0.095
H62 16.29 -25.33 -3.71  0.102
H63 14.46 -24.10 -1.97  0.090
H64 14.95 -25.85 -1.72  0.132
O21 9.76 -20.21 -4.23  0.089
C29 10.21 -19.08 -4.19  -0.441
O22 10.36 -18.38 -3.01  0.016
C30 11.15 -17.28 -3.24  -0.170
C31 11.14 -16.97 -4.80  -0.094
C32 10.76 -18.33 -5.35  -0.095
H65 12.14 -17.53 -2.89  0.099
H66 10.75 -16.50 -2.59  0.128
H67 12.08 -16.61 -5.22  0.089
H68 10.43 -16.15 -5.05  0.125
H69 11.52 -19.04 -5.66  0.111
H70 10.03 -18.24 -6.12  0.089
O23 8.19 -18.21 -8.50  0.041
C33 7.44 -18.40 -7.52  -0.482
O24 6.48 -17.60 -7.17  0.050
C34 5.69 -18.09 -6.07  -0.115
C35 6.09 -19.58 -5.87  -0.122
C36 7.42 -19.65 -6.66  -0.066
H71 4.62 -17.88 -6.20  0.132
H72 6.09 -17.58 -5.18  0.122
H73 5.35 -20.29 -6.25  0.111
H74 6.19 -19.81 -4.78  0.120
H75 7.59 -20.55 -7.28  0.133
H76 8.29 -19.64 -6.01  0.087
O25 17.83 -26.84 -7.85  0.164
C37 17.13 -25.91 -7.90  -0.456
O26 16.52 -25.41 -6.76  0.000
C38 15.57 -24.40 -7.04  -0.174
C39 15.96 -23.88 -8.44  -0.131
C40 16.62 -25.10 -9.10  -0.045
H77 15.60 -23.62 -6.25  0.104
H78 14.59 -24.88 -7.05  0.092
H79 16.75 -23.10 -8.44  0.104
H80 15.09 -23.42 -8.88  0.076
H81 17.47 -24.79 -9.67  0.120
H82 15.93 -25.68 -9.68  0.106
O27 8.55 -23.26 -7.41  0.079
C41 8.97 -23.74 -6.38  -0.468
O28 9.22 -25.08 -6.33  -0.001
C42 9.52 -25.40 -4.94  -0.118
C43 10.01 -24.10 -4.31  -0.162
C44 9.24 -23.05 -5.03  -0.078
H83 10.30 -26.18 -4.99  0.122
H84 8.60 -25.78 -4.52  0.126
H85 11.08 -24.02 -4.47  0.105
H86 9.82 -24.14 -3.24  0.115
H87 9.82 -22.16 -5.27  0.092
H88 8.26 -22.76 -4.61  0.142

Which formula does entry 2 have?
C44H88Br12O16

Which of these has the highest electronic energy?
C44H86ClF3N3O13

The lowest electronic energy belongs to which entry?
C44H88Br12O16

LUMO energy of number 3 (C44H88N4O28)?
-0.15 eV